{"formula": "C5H4N4O2S2", "method": "ωB97M-V/def2-TZVPD", "elements": ["C", "C", "C", "C", "C", "N", "N", "N", "N", "O", "O", "S", "S", "H", "H", "H", "H"], "xyz": [[0.944, -0.553, -0.996], [2.902, -0.674, -0.070], [1.869, -0.608, 0.986], [5.134, -0.444, 0.094], [-0.547, 0.071, 0.701], [4.972, 0.904, -0.172], [2.194, -0.823, -1.295], [4.134, -1.231, 0.178], [0.736, -0.287, 0.290], [3.083, 2.012, -1.339], [2.973, 1.890, 1.061], [6.666, -1.012, 0.275], [3.497, 1.292, -0.147], [0.125, -0.300, -1.754], [-1.403, -0.669, 0.558], [-0.706, 0.455, 1.760], [-0.728, 1.034, 0.067]], "e_lumo_ev": 5.386, "e_tot_ha": -1358.6687, "charge": -2, "homo_energy_ev": 0.21, "fmax_ev_per_a": 5.2, "orbital_gap_ev": 5.1801}